123
Properties=species:S:1:pos:R:3:forces:R:3 method="wB97M-V/def2-TZVPD" homo_lumo_gap_ev=6.58 total_charge=-1 homo_energy_ev=-5.41 e_above_lowest_kj_mol=261.4 energy_ev=-261415.5649
K 0.7266 0.3913 -0.1208 -2.689 -1.728 -0.837
C -4.6930 0.9232 1.2425 0.040 -0.060 -0.105
C -5.2962 0.6110 -0.1378 0.126 -0.034 0.044
S -4.0976 0.5310 -1.4993 0.019 0.103 0.004
C -4.4088 -1.0737 -2.2558 0.083 -0.010 0.103
C -4.1273 -2.3235 -1.4203 0.055 0.037 0.033
S -2.4921 -2.3749 -0.6312 0.061 0.063 -0.066
C -2.9511 -2.6908 1.0896 -0.041 0.056 -0.124
C -3.8787 -1.6766 1.7465 0.047 0.011 -0.039
S -3.2145 0.0048 1.7401 0.055 0.108 -0.039
H -5.4574 0.7657 2.0032 -0.088 0.112 -0.002
H -4.3933 1.9704 1.3031 -0.032 -0.001 -0.031
H -6.0002 1.4045 -0.3821 -0.130 -0.004 0.078
H -5.8548 -0.3267 -0.1209 0.026 0.026 0.007
H -3.7623 -1.0540 -3.1363 -0.021 -0.034 0.000
H -5.4404 -1.1038 -2.6074 -0.029 -0.069 -0.078
H -4.2087 -3.1967 -2.0668 -0.107 -0.033 -0.036
H -4.8732 -2.4319 -0.6329 -0.019 -0.009 -0.054
H -1.9898 -2.7065 1.6065 -0.024 -0.042 0.011
H -3.3844 -3.6901 1.1685 0.005 -0.021 0.065
H -4.0455 -1.9806 2.7804 -0.115 -0.040 -0.014
H -4.8533 -1.6536 1.2561 0.073 -0.059 0.049
F 4.4227 2.8213 -2.8598 0.087 0.144 -0.245
C 3.9298 3.4748 -1.8095 -0.266 -0.082 0.321
F 4.9129 4.0819 -1.1625 0.124 0.133 -0.145
F 3.0364 4.3690 -2.2192 0.142 0.149 -0.109
S 3.1301 2.2241 -0.7450 0.426 -0.214 0.000
O 1.9411 1.8351 -1.4702 1.007 1.024 -0.624
O 4.1294 1.2027 -0.5470 -0.145 0.204 -0.085
N 2.8190 3.0889 0.5389 -0.007 -0.249 0.007
S 2.6262 2.2461 1.8631 0.185 -0.141 0.219
O 3.7292 2.3122 2.7734 0.003 -0.016 -0.230
O 2.0316 0.9403 1.5856 1.532 0.973 1.827
C 1.2746 3.1766 2.7117 0.317 -0.117 -0.183
F 1.3291 4.4675 2.4167 -0.127 0.095 0.113
F 0.1044 2.6729 2.3511 -0.233 0.129 0.103
F 1.4408 3.0128 4.0200 -0.208 0.087 0.144
Br -2.7695 3.1596 -6.1795 -0.014 -0.001 -0.006
C -1.6527 2.0195 -5.1604 0.009 -0.035 0.018
C -1.8085 1.9645 -3.7844 -0.010 -0.058 0.060
C -0.9897 1.1254 -3.0444 0.078 -0.009 0.077
C -0.0014 0.3710 -3.6680 0.129 -0.105 0.065
C 0.1242 0.4211 -5.0543 0.010 -0.053 -0.029
C -0.7027 1.2448 -5.8050 0.052 -0.013 -0.001
N 0.8414 -0.4319 -2.8507 -0.401 -0.012 -0.104
C 2.0781 -0.4176 -3.0931 0.250 -0.054 -0.112
C 3.0839 -1.1769 -2.3089 -0.281 0.074 0.024
C 4.3412 -1.3408 -2.8642 0.208 -0.014 -0.139
C 5.3071 -2.0334 -2.1520 -0.004 0.031 -0.063
C 4.9761 -2.5237 -0.9047 0.040 -0.033 0.038
C 3.6914 -2.3011 -0.4288 -0.164 0.124 -0.041
N 2.7504 -1.6461 -1.1017 0.188 0.030 -0.006
H -2.5700 2.5549 -3.2923 0.037 0.027 0.002
H -1.0893 1.0818 -1.9641 -0.136 0.042 -0.233
H 0.8548 -0.2077 -5.5514 -0.023 0.044 0.018
H -0.6078 1.2860 -6.8831 -0.011 -0.017 0.065
H 2.4982 0.1959 -3.8976 -0.002 -0.030 -0.041
H 4.5561 -0.9228 -3.8422 -0.008 -0.026 0.091
H 6.2981 -2.1773 -2.5617 0.008 0.007 -0.001
H 5.6957 -3.0595 -0.2975 -0.050 0.033 -0.027
H 3.4087 -2.6756 0.5507 -0.005 0.061 -0.077
C 0.6540 -4.6987 5.2585 0.160 -0.269 -0.096
Si -0.1323 -3.1707 4.5261 -0.173 0.184 -0.005
C -1.9484 -3.6134 4.3571 -0.272 0.058 -0.231
C -0.0978 -1.8219 5.8213 0.113 0.206 0.073
Sb 0.8976 -2.2356 2.3419 0.126 -0.421 0.233
Si 3.1185 -1.5945 3.5326 -0.049 0.118 0.117
C 4.5207 -1.0781 2.4094 0.026 0.124 -0.318
C 3.8634 -2.9183 4.6398 -0.058 -0.234 0.129
C 2.6410 -0.1533 4.6408 -0.016 0.276 -0.089
Si 1.1574 -4.5841 1.2866 -0.070 -0.016 -0.051
C 2.3949 -5.7219 2.1221 0.169 -0.053 0.217
C 1.5700 -4.5795 -0.5401 0.093 0.155 -0.230
C -0.5401 -5.3761 1.3484 -0.251 -0.030 0.008
H 0.2395 -4.8509 6.2622 0.030 -0.017 -0.083
H 1.7375 -4.6254 5.3390 0.025 -0.013 0.044
H 0.4218 -5.5845 4.6555 0.018 0.098 0.097
H -2.3884 -3.5676 5.3599 0.011 -0.030 -0.081
H -2.0962 -4.6259 3.9733 -0.044 0.084 0.025
H -2.5042 -2.9211 3.7151 0.130 -0.140 0.241
H -0.7545 -2.1128 6.6497 0.074 0.032 -0.070
H -0.4493 -0.8638 5.4232 0.020 -0.116 0.078
H 0.9075 -1.6701 6.2196 -0.068 0.034 0.011
H 5.1624 -1.9327 2.1686 -0.036 0.088 -0.001
H 5.1155 -0.3400 2.9627 -0.030 -0.134 -0.051
H 4.2048 -0.5998 1.4781 0.076 0.000 0.177
H 3.8128 -3.9223 4.2112 0.057 0.072 0.049
H 3.3680 -2.9406 5.6150 0.031 -0.051 -0.064
H 4.9202 -2.6752 4.8049 -0.111 -0.002 0.008
H 1.6213 0.2007 4.4614 0.118 -0.031 0.054
H 3.3138 0.6914 4.4477 -0.132 -0.176 0.069
H 2.7275 -0.4301 5.6933 -0.020 0.008 -0.013
H 3.2231 -5.1725 2.5783 -0.043 -0.087 -0.087
H 2.8152 -6.4052 1.3745 -0.076 0.026 0.103
H 1.9196 -6.3173 2.9087 0.088 0.067 -0.064
H 2.6484 -4.5989 -0.7300 -0.198 -0.041 -0.019
H 1.1516 -3.7091 -1.0564 0.034 -0.147 0.031
H 1.1271 -5.4844 -0.9741 0.065 0.060 0.045
H -1.0731 -5.1919 2.2819 0.027 -0.084 -0.049
H -0.4403 -6.4614 1.2167 -0.025 0.129 -0.022
H -1.1534 -4.9847 0.5256 0.070 -0.070 0.134
O -7.1074 7.4074 1.7405 -0.038 -0.002 0.039
S -7.1202 7.1275 0.3140 0.059 0.025 0.020
O -7.2704 5.7280 -0.0301 0.001 -0.110 -0.014
O -7.9048 8.0391 -0.4889 -0.056 0.077 -0.053
C -5.3906 7.5140 -0.1124 0.295 0.049 -0.022
N -5.0544 8.8003 -0.2863 0.059 -0.268 0.041
C -3.7660 9.0398 -0.4916 -0.151 0.039 0.012
C -2.8029 8.0445 -0.5350 0.169 0.136 -0.058
C -3.2535 6.7503 -0.3567 0.062 -0.261 0.014
N -4.5386 6.4903 -0.1474 -0.227 0.190 0.021
C -2.3578 5.5516 -0.3793 -0.109 0.183 -0.016
C -2.9323 4.2867 -0.3415 -0.147 0.046 0.002
C -2.1058 3.1841 -0.3422 0.227 -0.199 0.131
N -0.7706 3.2428 -0.3737 0.094 0.058 -0.034
C -0.2229 4.4593 -0.4184 -0.197 -0.109 -0.064
C -0.9719 5.6279 -0.4245 0.076 0.039 0.023
H -3.4858 10.0810 -0.6271 -0.012 -0.020 -0.009
H -1.7620 8.2831 -0.7104 -0.063 0.002 0.007
H -4.0124 4.2013 -0.3033 0.056 -0.013 -0.003
H -2.5236 2.1829 -0.3009 0.017 0.043 -0.013
H 0.8600 4.5034 -0.4391 -0.026 -0.025 -0.006
H -0.4610 6.5824 -0.4479 -0.007 -0.048 0.004